ORCA calculation (ωB97M-V with the def2-TZVPD basis set) on a structure of composition C35H29AlAsNO3S2SbSe4 in a non-equilibrium geometry.

```
77
Properties=species:S:1:pos:R:3
H 6.12120 -4.09414 1.61013
C -1.10929 -0.85537 3.98560
C -2.17404 2.90702 -3.66717
C 3.29882 -3.05152 0.04872
H 4.97290 3.06810 -1.75396
C 4.10894 -1.36393 1.56543
N -0.90185 0.25562 4.59031
H -1.41835 3.30430 -4.33619
C 1.72268 -1.06508 -2.71201
C -0.09048 -3.19723 -2.70746
C -2.50157 0.82352 -0.56847
H -5.52199 2.93528 -3.20131
C -1.76693 2.10234 -2.61578
Se 3.34634 1.86356 3.08139
C -3.50820 3.22544 -3.87953
H -2.86981 -1.91791 7.99222
H 4.44383 -4.85964 -0.04297
As 1.81793 -0.53004 0.00091
C 3.18296 -1.78764 0.62256
H -0.21019 -2.88990 -0.57951
C 4.35464 -3.87893 0.40980
C 3.67643 1.58286 -0.94530
C 1.37197 -1.68950 -3.90448
H 0.21724 -3.24010 -4.82882
H -1.97102 -3.54764 3.36765
H -3.21457 4.06757 -5.83457
H -5.28057 1.87269 -0.15309
C -2.03382 -1.49902 6.05657
H -0.77812 -4.03375 -2.71054
C 5.29284 -3.45000 1.33910
C 4.34678 2.21588 -1.98584
C -0.30555 1.83570 -2.45753
H 3.79854 1.93532 0.07576
C -5.25518 1.33833 -1.10559
Se 3.36221 5.08803 0.59815
C -2.81831 -4.01264 5.30333
H 4.70307 2.28294 -4.10042
C 4.18048 1.77922 -3.29460
O -1.40444 0.58678 -0.05697
H 0.09286 2.39243 -1.60337
H 1.78713 -1.34482 -4.84462
H 0.23776 2.14611 -3.34902
C 1.14433 -1.51777 -1.52224
H -4.91409 3.94545 -5.33925
C -2.16864 -3.20571 4.37598
H -0.11109 0.77867 -2.28070
O -2.61791 1.04351 6.28039
C -4.47907 2.68987 -3.03156
C 2.84461 0.52101 -1.24673
H 2.57942 -3.39925 -0.67866
C -2.67782 -2.28258 6.98988
H 5.88760 -1.84796 2.64721
C 5.16472 -2.19523 1.91768
O -0.39328 0.30023 7.07810
C -3.90127 4.14943 -4.99240
C -4.14550 1.86235 -1.98548
Se 1.42987 5.41456 4.21732
S -1.47803 0.18805 6.15786
H -3.35903 0.43956 -0.00292
C 0.47802 -2.75314 -3.89690
C -3.06804 -3.55767 6.59546
C 0.23786 -2.56705 -1.51238
C -2.77176 1.57662 -1.74663
H -5.15742 0.27508 -0.88965
H -3.57709 -4.20335 7.30104
C 3.33990 0.70967 -3.58814
H 3.21349 0.38552 -4.61582
C 2.66069 0.07167 -2.55995
S -0.66973 -1.18291 2.33499
C -1.77816 -1.93943 4.77467
H -3.86951 5.18356 -4.63983
H -3.14374 -5.00513 5.01748
H 4.01703 -0.38557 2.02009
Se 0.05038 2.99087 1.30916
Al -0.14853 0.75697 1.21980
H -6.21481 1.48733 -1.59528
Sb 2.29334 3.97250 2.47890
```

Calculated values
* total charge: -1
* lowest unoccupied orbital energy: 0.13 eV
* E_tot: -14752.38199 Ha
* relative energy (zero: lowest compared OMol25 entry of this formula, charge and spin): 61.4 kcal/mol

---

ORCA calculation (ωB97M-V with the def2-TZVPD basis set) on a cluster of 2 separate species, C9H18N5 in total in a non-equilibrium geometry.

```
32
Properties=species:S:1:pos:R:3
N -0.00030 0.88672 -1.45699
C 1.79014 2.46260 -1.06009
H -4.53897 0.15893 -1.17263
N 1.37911 0.07043 0.08797
C 0.95942 -2.26320 -0.87956
H -3.55259 -1.21254 -1.03574
H 1.73254 -2.65423 -0.16527
H 2.11968 2.82033 0.00332
H -1.22260 -0.84583 -1.66601
C 0.37534 -1.06640 -0.14854
C -4.08856 -0.47961 -0.49750
N -0.30151 -1.57961 1.02879
C -0.59561 -0.24112 -1.02757
H 1.62016 -1.90824 -1.83867
H -1.01480 1.03609 2.44937
C 2.35780 -0.18283 0.89639
H 4.38781 -0.21177 1.01775
N 3.58241 0.34289 0.78435
C -1.45551 1.47296 1.55289
H 0.17040 -3.11673 -1.13712
H 1.01965 3.01468 -1.48581
N -3.35837 0.31299 0.39825
H -0.71559 1.95357 1.09254
C 1.09934 1.09764 -0.82326
H -1.27245 -1.82163 0.76739
H 0.16705 -2.36999 1.51567
H -2.19128 2.22899 2.08681
H 2.32457 -1.06874 1.66726
H 2.69367 2.54972 -1.70429
H 3.71736 1.04818 -0.01595
C -2.27854 0.64502 0.78212
H -4.90975 -1.07928 -0.01590
```

Calculated values
* total charge: +1
* lowest unoccupied orbital energy (alpha / beta): -3.54 / -3.54 eV
* E_tot: -627.10245 Ha
* relative energy (zero: lowest compared OMol25 entry of this formula, charge and spin): 100.6 kcal/mol